--- 1 ---
The following is a DFT calculation (ωB97M-V with the def2-TZVPD basis set) of the ion C3H8N2O2 with charge +1.

Properties
2S+1: 2
Charge: +1
LUMO energy (alpha / beta) in eV: -3.2 / -9.2
<S²>: 0.759
Kohn-Sham gap (alpha / beta) in eV: 12.41 / 5.24

Element x y z (Å)
C  0.310  0.919  0.334
N  -0.930  0.300  -0.013
C  -1.293  -0.994  0.190
O  -0.317  -1.698  0.805
O  -2.390  -1.405  -0.069
C  1.458  0.884  -0.798
N  2.602  1.746  -0.366
H  0.109  2.090  0.642
H  0.712  0.572  1.257
H  -1.659  0.783  -0.589
H  -0.822  -2.513  1.106
H  1.012  1.121  -1.840
H  1.817  -0.240  -0.871
H  2.492  2.590  -0.978
H  3.446  1.249  -0.313

***

--- 2 ---
The following is a DFT calculation (ωB97M-V with the def2-TZVPD basis set) of a cluster of 3 separate species, C3H8N2O2 in total.

Properties
2S+1: 2
Charge: +1
LUMO energy (alpha / beta) in eV: -4.5 / -8.4
<S²>: 0.763
Kohn-Sham gap (alpha / beta) in eV: 9.98 / 6.10

Element x y z (Å)
C  -1.300  -1.440  0.984
C  0.077  -1.483  0.574
N  0.187  -0.988  -0.636
C  -1.016  -0.470  -0.920
N  -1.945  -0.760  0.048
H  -1.803  -1.802  1.865
H  0.860  -2.058  1.030
H  -1.186  0.337  -1.611
H  -2.876  -0.362  0.078
H  2.431  1.690  1.219
H  1.019  2.204  1.077
O  1.510  1.396  1.306
H  1.315  1.015  -0.940
H  1.102  1.169  -2.394
O  1.626  1.552  -1.680

***

So which one is most stable? That would be 2, about 0.378 eV below the next structure.

***

--- 1 ---
The following is a DFT calculation (ωB97M-V with the def2-TZVPD basis set) of a structure of composition C32H24BrN8O7Ta.

Properties
2S+1: 1
Charge: +2
LUMO energy in eV: -7.2
Kohn-Sham gap in eV: 6.67

Element x y z (Å)
Ta  0.558  1.019  0.453
C  1.625  -5.701  0.103
C  1.144  -4.315  -0.199
C  -0.217  -4.031  -0.317
C  -0.659  -2.742  -0.526
C  0.237  -1.681  -0.653
N  -0.254  -0.349  -0.775
C  -1.270  -0.122  -1.727
C  -1.261  -0.796  -2.952
C  -2.219  -0.547  -3.912
C  -3.219  0.406  -3.709
C  -4.233  0.693  -4.775
C  -3.232  1.080  -2.498
C  -2.290  0.807  -1.509
N  -2.446  1.461  -0.252
C  -3.592  1.849  0.319
C  -3.296  2.538  1.484
C  -1.920  2.527  1.567
N  -1.395  1.864  0.511
C  1.605  -1.965  -0.567
C  2.041  -3.263  -0.322
N  2.617  -0.962  -0.718
C  3.854  -1.132  -1.216
C  4.548  0.055  -1.077
C  3.652  0.928  -0.481
N  2.482  0.311  -0.271
H  0.878  -6.444  -0.168
H  1.824  -5.806  1.172
H  2.546  -5.929  -0.430
H  -0.939  -4.830  -0.215
H  -1.719  -2.535  -0.575
H  -0.490  -1.533  -3.138
H  -2.188  -1.094  -4.845
H  -4.743  -0.221  -5.078
H  -3.754  1.109  -5.662
H  -4.985  1.401  -4.432
H  -3.983  1.840  -2.321
H  -4.538  1.598  -0.131
H  -3.994  2.978  2.174
H  -1.262  2.944  2.311
H  3.099  -3.455  -0.199
H  4.146  -2.078  -1.638
H  5.566  0.253  -1.363
H  3.779  1.962  -0.200
O  2.683  2.620  3.479
C  1.777  1.952  3.108
O  1.164  2.188  1.888
C  1.109  0.835  3.834
C  1.006  0.867  5.218
C  0.264  -0.111  5.852
C  -0.405  -1.105  5.164
C  -0.299  -1.117  3.786
C  0.500  -0.197  3.114
O  0.747  -0.329  1.793
N  -1.085  -2.059  2.993
O  -1.087  -3.221  3.309
O  -1.699  -1.570  2.056
N  0.147  -0.071  7.328
O  0.720  0.831  7.893
O  -0.491  -0.957  7.847
H  1.489  1.647  5.791
H  -1.001  -1.837  5.692
Br  0.560  4.682  -0.102
C  0.849  3.613  -1.611
C  1.037  4.275  -2.816
C  1.290  3.540  -3.954
C  1.358  2.156  -3.846
C  1.160  1.578  -2.619
N  0.890  2.275  -1.483
H  0.991  5.354  -2.836
H  1.439  4.036  -4.904
H  1.563  1.528  -4.701
H  1.217  0.506  -2.515

***

--- 2 ---
The following is a DFT calculation (ωB97M-V with the def2-TZVPD basis set) of a structure of composition C32H24BrN8O7Ta.

Properties
2S+1: 1
Charge: +2
LUMO energy in eV: -7.0
Kohn-Sham gap in eV: 6.98

Element x y z (Å)
Ta  0.604  -0.276  -0.057
C  -3.020  2.275  -5.946
C  -2.527  1.746  -4.630
C  -3.384  1.524  -3.559
C  -2.902  1.059  -2.353
C  -1.553  0.774  -2.167
N  -1.072  0.257  -0.937
C  -1.912  0.418  0.226
C  -3.038  -0.388  0.434
C  -3.904  -0.155  1.477
C  -3.684  0.896  2.375
C  -4.578  1.101  3.559
C  -2.574  1.705  2.177
C  -1.708  1.479  1.124
N  -0.549  2.301  1.017
C  -0.372  3.584  1.372
C  0.974  3.870  1.275
C  1.571  2.686  0.859
N  0.643  1.739  0.704
C  -0.680  1.018  -3.229
C  -1.174  1.501  -4.433
N  0.741  0.840  -3.103
C  1.641  1.074  -4.077
C  2.894  1.147  -3.518
C  2.690  0.929  -2.166
N  1.388  0.727  -1.905
H  -4.107  2.272  -5.989
H  -2.644  1.677  -6.776
H  -2.681  3.301  -6.099
H  -4.443  1.724  -3.667
H  -3.594  0.916  -1.536
H  -3.244  -1.178  -0.276
H  -4.769  -0.793  1.606
H  -5.605  0.821  3.331
H  -4.559  2.134  3.900
H  -4.236  0.472  4.384
H  -2.344  2.479  2.898
H  -1.206  4.202  1.661
H  1.455  4.811  1.479
H  2.607  2.467  0.659
H  -0.506  1.729  -5.250
H  1.348  1.181  -5.105
H  3.826  1.328  -4.024
H  3.414  0.845  -1.376
O  4.010  -2.038  0.472
C  3.185  -1.334  0.966
O  2.563  -0.346  0.240
C  2.758  -1.395  2.395
C  3.677  -1.732  3.375
C  3.270  -1.733  4.694
C  1.981  -1.409  5.067
C  1.083  -1.073  4.076
C  1.436  -1.095  2.734
O  0.509  -0.918  1.762
N  -0.281  -0.694  4.470
O  -0.781  0.243  3.871
O  -0.795  -1.312  5.368
N  4.245  -2.091  5.748
O  5.364  -2.363  5.382
O  3.848  -2.052  6.890
H  4.695  -1.991  3.117
H  1.685  -1.421  6.107
Br  -1.171  -3.074  0.130
C  0.253  -3.287  -1.076
C  0.461  -4.494  -1.706
C  1.564  -4.605  -2.537
C  2.413  -3.516  -2.687
C  2.127  -2.350  -2.017
N  1.041  -2.215  -1.226
H  -0.214  -5.319  -1.532
H  1.765  -5.539  -3.044
H  3.298  -3.570  -3.303
H  2.784  -1.496  -2.078

***

So which one is most stable? That would be 2, about 0.256 eV below the next structure.

***

--- 1 ---
The following is a DFT calculation (ωB97M-V with the def2-TZVPD basis set) of a cluster of 2 separate species, C9H18N2Si in total.

Properties
2S+1: 1
LUMO energy in eV: 0.2
Kohn-Sham gap in eV: 7.85

Element x y z (Å)
C  1.616  -0.888  2.774
C  0.293  -1.283  3.048
C  1.555  -0.414  1.460
C  1.350  2.556  -0.292
C  -2.183  1.931  0.055
C  0.514  -2.738  -1.879
C  1.399  1.597  -1.460
C  -2.269  0.544  -0.448
C  -0.741  -2.157  -1.244
N  -0.494  -1.118  1.996
N  0.271  -0.572  1.038
Si  -0.609  -0.340  -0.554
H  2.250  -0.545  3.557
H  -0.032  -1.661  4.085
H  2.208  0.154  0.860
H  0.471  3.230  -0.346
H  1.387  2.050  0.634
H  2.226  3.122  -0.288
H  -1.575  1.919  0.880
H  -1.755  2.528  -0.749
H  -3.107  2.517  0.192
H  0.738  -2.208  -2.785
H  1.330  -2.675  -1.191
H  0.436  -3.891  -1.970
H  2.310  1.048  -1.366
H  0.706  1.904  -2.312
H  -2.705  0.373  -1.435
H  -2.872  -0.084  0.094
H  -1.085  -2.848  -0.438
H  -1.629  -2.051  -1.916

***

--- 2 ---
The following is a DFT calculation (ωB97M-V with the def2-TZVPD basis set) of a cluster of 2 separate species, C9H18N2Si in total.

Properties
2S+1: 1
LUMO energy in eV: 0.3
Structure (SMILES): C/C=N/[Si](C)(C)C.CC=C=C=N
Kohn-Sham gap in eV: 8.65

Element x y z (Å)
C  1.035  -2.069  1.601
C  -0.081  -1.683  0.597
N  -0.656  -0.556  0.516
Si  -2.188  -0.050  -0.331
C  -2.999  0.955  1.126
C  -2.966  -1.651  -1.093
C  -1.266  1.007  -1.669
H  1.599  -2.751  1.059
H  1.543  -1.127  2.030
H  0.495  -2.542  2.533
H  -0.394  -2.606  0.104
H  -2.740  2.041  1.080
H  -4.091  1.108  1.034
H  -2.745  0.499  2.091
H  -2.922  -2.349  -0.368
H  -3.961  -1.599  -1.360
H  -2.388  -1.926  -1.878
H  -0.343  0.557  -1.946
H  -1.766  1.161  -2.613
H  -0.964  2.040  -1.287
C  2.593  2.722  0.366
C  1.853  1.432  0.184
C  2.509  0.356  -0.232
C  3.113  -0.686  -0.605
N  3.782  -1.550  -1.175
H  1.983  3.525  0.851
H  3.447  2.591  0.974
H  2.944  2.966  -0.588
H  0.865  1.529  0.489
H  4.708  -1.343  -1.487

***

So which one is most stable? That would be 2, about 0.155 eV below the next structure.